# 1
{
  "formula": "C13H26OOsP2S",
  "method": "wB97M-V/def2-TZVPD",
  "symbols": ["Os", "H", "H", "P", "P", "C", "H", "H", "H", "C", "H", "H", "H", "C", "H", "H", "H", "C", "H", "H", "H", "C", "H", "H", "H", "C", "H", "H", "H", "C", "O", "H", "S", "C", "C", "C", "C", "C", "C", "H", "H", "H", "H", "H"],
  "xyz": [[0.070, 1.330, -0.444], [0.825, 0.357, 0.721], [1.123, 0.028, -0.227], [-0.418, 2.300, 1.632], [0.852, 0.860, -2.603], [-0.317, -0.016, -3.727], [0.079, -0.074, -4.757], [-0.496, -1.030, -3.344], [-1.274, 0.525, -3.732], [1.162, 2.440, -3.492], [1.925, 3.008, -2.944], [1.501, 2.255, -4.527], [0.234, 3.028, -3.505], [2.428, -0.059, -2.862], [2.314, -1.086, -2.486], [2.705, -0.091, -3.931], [3.225, 0.438, -2.291], [-0.500, 4.127, 1.437], [-0.734, 4.621, 2.397], [0.467, 4.483, 1.058], [-1.274, 4.371, 0.696], [-2.048, 1.899, 2.393], [-2.072, 0.833, 2.657], [-2.234, 2.507, 3.297], [-2.841, 2.089, 1.655], [0.747, 2.103, 3.046], [1.753, 2.400, 2.719], [0.441, 2.723, 3.908], [0.773, 1.047, 3.350], [-1.444, 0.101, -0.484], [-2.488, -0.515, -0.588], [1.514, 2.210, -0.302], [-0.301, -1.195, 0.314], [-0.385, -2.803, 0.905], [-1.619, -3.319, 1.341], [-1.731, -4.642, 1.730], [-0.614, -5.482, 1.698], [0.619, -4.981, 1.272], [0.746, -3.659, 0.876], [-2.491, -2.669, 1.342], [-2.698, -5.030, 2.050], [-0.711, -6.524, 1.995], [1.488, -5.640, 1.237], [1.696, -3.268, 0.519]],
  "lowdin_spin": [1.631, 0.060, 0.061, 0.077, 0.071, 0.009, 0.001, 0.000, 0.002, 0.028, 0.001, 0.003, 0.005, 0.004, 0.000, 0.000, 0.000, 0.031, 0.004, 0.002, 0.005, 0.013, 0.001, 0.002, 0.001, 0.002, 0.000, 0.000, 0.000, 0.152, 0.339, 0.052, 0.818, 0.226, 0.091, 0.013, 0.161, 0.017, 0.102, 0.002, -0.001, 0.007, 0.000, 0.004],
  "homo_lumo_gap_ev": [7.4, 5.7],
  "total_charge": 2,
  "multiplicity": 5,
  "homo_ev": [-14.23, -16.11]
}

---

# 2
{
  "formula": "C4H2Cl2",
  "method": "wB97M-V/def2-TZVPD",
  "symbols": ["C", "C", "C", "Cl", "C", "Cl", "H", "H"],
  "xyz": [[0.995, -2.152, -0.367], [0.560, -1.026, -0.228], [-0.310, 0.274, 0.339], [-1.330, -0.067, 1.632], [-0.260, 1.501, -0.238], [-1.394, 2.678, 0.424], [1.407, -3.185, -0.549], [0.332, 1.976, -1.014]],
  "lowdin_charge": [0.055, -0.099, -0.784, 0.691, -0.543, 0.553, 0.058, 0.069],
  "smiles": "C#C/C(Cl)=C/Cl",
  "homo_lumo_gap_ev": 10.1,
  "homo_ev": -9.51,
  "e_above_lowest_ev": 1.015
}

---

# 3
{
  "formula": "C31H45BrF25N2O7",
  "method": "wB97M-V/def2-TZVPD",
  "symbols": ["C", "C", "C", "N", "C", "C", "O", "O", "N", "C", "C", "C", "C", "C", "C", "O", "C", "C", "F", "C", "C", "C", "Br", "O", "H", "H", "H", "H", "H", "H", "H", "H", "H", "H", "H", "H", "H", "H", "H", "H", "H", "H", "H", "H", "H", "H", "H", "H", "H", "H", "H", "H", "H", "H", "H", "H", "H", "C", "C", "C", "F", "F", "F", "F", "O", "C", "C", "F", "F", "F", "F", "H", "H", "H", "H", "C", "C", "C", "F", "F", "F", "F", "O", "C", "C", "F", "F", "F", "F", "H", "H", "H", "H", "C", "C", "C", "F", "F", "F", "F", "O", "C", "C", "F", "F", "F", "F", "H", "H", "H", "H"],
  "xyz": [[-1.926, 1.294, -5.522], [-2.165, -0.079, -6.186], [-2.273, -1.257, -5.180], [-2.984, -0.895, -3.938], [-2.796, -1.747, -2.814], [-2.658, -3.284, -3.009], [-1.424, -3.703, -2.411], [-1.534, -5.057, -2.012], [-1.772, -1.213, -1.828], [-2.270, -1.508, -0.443], [-1.771, -0.553, 0.649], [-0.230, -0.338, 0.589], [0.465, -0.337, 1.989], [1.577, -1.412, 2.120], [1.531, -2.156, 3.453], [0.360, -2.982, 3.494], [0.594, -4.246, 4.105], [-3.801, -1.747, -0.637], [-4.036, -3.055, -0.239], [-4.774, -0.786, 0.078], [-6.034, -0.385, -0.709], [-7.000, -1.503, -1.142], [-7.308, -2.869, 0.194], [-3.988, -1.544, -2.034], [-1.534, 1.994, -6.274], [-2.856, 1.695, -5.100], [-1.159, 1.181, -4.743], [-1.336, -0.315, -6.876], [-3.075, -0.064, -6.811], [-1.289, -1.706, -4.969], [-2.854, -2.048, -5.696], [-3.969, -0.706, -4.082], [-2.705, -3.592, -4.066], [-3.485, -3.779, -2.473], [-1.730, -5.547, -2.831], [-0.786, -1.421, -2.012], [-1.850, -0.186, -1.920], [-1.815, -2.475, -0.166], [-2.031, -1.017, 1.617], [-2.263, 0.432, 0.637], [-0.071, 0.663, 0.157], [0.265, -1.084, -0.054], [-0.275, -0.420, 2.801], [0.944, 0.648, 2.128], [1.488, -2.160, 1.319], [2.573, -0.940, 2.034], [1.522, -1.474, 4.320], [2.424, -2.802, 3.552], [-0.377, -4.700, 4.362], [1.120, -4.913, 3.397], [1.175, -4.146, 5.037], [-5.054, -1.257, 1.033], [-4.227, 0.137, 0.312], [-6.601, 0.295, -0.047], [-5.769, 0.210, -1.600], [-6.645, -1.991, -2.064], [-7.968, -1.043, -1.392], [-0.293, 4.172, 6.469], [1.100, 4.271, 5.797], [1.149, 4.371, 4.268], [0.662, 3.265, 3.678], [2.435, 4.486, 3.842], [1.885, 3.256, 6.211], [1.656, 5.426, 6.252], [-0.774, 2.889, 6.881], [-1.504, 2.059, 6.056], [-0.775, 0.727, 5.834], [0.427, 0.930, 5.256], [-1.492, -0.046, 4.982], [-1.830, 2.650, 4.897], [-2.667, 1.771, 6.676], [-0.178, 4.715, 7.406], [-1.049, 4.711, 5.896], [0.596, 5.243, 3.913], [-0.627, 0.210, 6.783], [3.409, 4.288, -2.120], [2.483, 3.059, -2.277], [1.016, 3.268, -2.679], [0.323, 3.951, -1.766], [0.426, 2.042, -2.790], [2.536, 2.304, -1.157], [3.012, 2.312, -3.291], [3.680, 4.764, -0.799], [2.911, 5.734, -0.168], [2.275, 5.193, 1.120], [1.449, 4.165, 0.839], [1.535, 6.168, 1.698], [1.992, 6.263, -0.995], [3.740, 6.734, 0.192], [4.378, 3.930, -2.467], [3.126, 5.097, -2.793], [0.944, 3.777, -3.643], [3.038, 4.853, 1.813], [2.960, -3.250, -1.123], [2.741, -2.133, -2.169], [3.254, -2.354, -3.599], [4.585, -2.457, -3.636], [2.898, -1.284, -4.349], [3.189, -0.963, -1.685], [1.371, -2.009, -2.303], [4.012, -3.093, -0.174], [5.309, -3.546, -0.385], [6.327, -2.397, -0.320], [6.080, -1.489, -1.283], [7.564, -2.896, -0.515], [5.417, -4.251, -1.522], [5.602, -4.383, 0.630], [2.061, -3.218, -0.507], [2.972, -4.237, -1.586], [2.807, -3.250, -4.038], [6.279, -1.905, 0.653]],
  "lowdin_charge": [-0.108, -0.228, -0.199, 0.056, -0.377, -0.060, -0.163, 0.016, 0.219, -0.136, -0.114, -0.157, -0.158, -0.155, -0.226, -0.211, -0.110, -0.392, 0.051, -0.107, -0.257, -0.604, 0.683, 0.006, 0.078, 0.071, 0.053, 0.112, 0.109, 0.128, 0.115, 0.152, 0.132, 0.145, 0.115, 0.156, 0.199, 0.172, 0.141, 0.119, 0.110, 0.087, 0.092, 0.110, 0.090, 0.124, 0.122, 0.121, 0.090, 0.091, 0.091, 0.115, 0.112, 0.121, 0.116, 0.057, 0.065, -0.024, -0.437, -0.300, 0.094, 0.083, 0.138, 0.113, 0.046, -0.545, -0.272, 0.090, 0.088, 0.153, 0.150, 0.150, 0.146, 0.168, 0.179, -0.027, -0.433, -0.303, 0.109, 0.058, 0.125, 0.101, 0.043, -0.527, -0.293, 0.095, 0.101, 0.153, 0.156, 0.150, 0.147, 0.175, 0.159, -0.035, -0.416, -0.314, 0.121, 0.093, 0.143, 0.057, 0.034, -0.531, -0.290, 0.103, 0.110, 0.160, 0.151, 0.125, 0.150, 0.173, 0.176],
  "homo_lumo_gap_ev": 9.6,
  "total_charge": 1,
  "homo_ev": -11.67,
  "e_above_lowest_ev": 0.000
}